ORCA calculation (ωB97M-V/def2-TZVPD) on a molecular structure, C17H50BN8O8P2S2 in a non-equilibrium geometry.

CARTESIAN COORDINATES (ANGSTROEM)
C1 -6.01548 1.77450 -1.08760
C2 -5.47450 0.48130 -1.69858
C3 -5.18226 -0.55389 -0.59911
O1 -4.08671 -1.34814 -1.07003
S1 -3.21606 -2.06448 0.07826
O2 -3.23927 -3.47118 -0.22265
O3 -3.75795 -1.82772 1.39236
N1 -1.70818 -1.54666 -0.11260
S2 -1.59213 -0.06178 -0.72681
O4 -2.49108 0.85267 -0.01796
O5 -1.73742 -0.01632 -2.17915
B1 0.15792 0.54236 -0.35999
O6 1.10241 -0.42464 -0.11379
N2 0.51831 1.93739 -0.29428
C4 -0.38066 2.81687 -1.06355
C5 0.47915 2.26950 1.15709
H1 -6.07646 2.56280 -1.84067
H2 -7.00131 1.61668 -0.64282
H3 -5.32309 2.13060 -0.32383
H4 -4.49970 0.72338 -2.12857
H5 -6.10265 0.07419 -2.49172
H6 -6.07140 -1.17812 -0.48089
H7 -4.94352 0.00347 0.30067
H8 1.86486 -0.30738 -0.68821
H9 -1.29158 3.03115 -0.50283
H10 -0.61789 2.34420 -2.01661
H11 0.11796 3.75817 -1.31782
H12 1.23861 3.01350 1.40836
H13 -0.51775 2.58035 1.46940
H14 0.73716 1.36467 1.70852
O7 3.30881 1.45528 -6.02392
P1 2.90203 0.04603 -5.69712
N3 3.85950 -0.19174 -4.28433
C6 4.48715 -1.41604 -3.84405
C7 3.55635 0.70330 -3.16994
N4 3.56243 -0.71015 -7.13660
C8 4.78592 -1.48978 -7.09527
C9 3.65117 0.18851 -8.28549
N5 1.84959 -1.25233 -5.45734
C10 0.90648 -1.10696 -4.34292
C11 1.90749 -2.58863 -6.00400
H15 3.79125 -2.12765 -3.37227
H16 5.25982 -1.18304 -3.10858
H17 5.01192 -1.92832 -4.64492
H18 2.58350 0.48238 -2.70934
H19 3.53772 1.74079 -3.50515
H20 4.31833 0.63612 -2.39178
H21 5.64265 -0.91243 -6.71855
H22 5.03033 -1.84758 -8.09881
H23 4.67617 -2.39895 -6.50339
H24 4.52318 0.85160 -8.23260
H25 2.76236 0.80905 -8.37119
H26 3.72697 -0.40021 -9.20453
H27 1.30944 -1.52902 -3.41493
H28 -0.04274 -1.59834 -4.55124
H29 0.67305 -0.05620 -4.16457
H30 2.68443 -3.19350 -5.52432
H31 2.06141 -2.58999 -7.08018
H32 0.95734 -3.10232 -5.84097
O8 -0.48430 1.11979 3.81957
P2 -0.90733 0.59661 5.16017
N6 0.40295 1.22198 6.10209
C12 1.01930 0.61823 7.25877
C13 0.52490 2.67514 6.11159
N7 -0.77585 -1.10204 4.81666
C14 0.33022 -1.89489 5.31994
C15 -0.95794 -1.44240 3.39493
N8 -1.96323 0.28782 6.46020
C16 -2.52852 1.46024 7.12157
C17 -2.17709 -0.94860 7.17470
H33 0.43169 0.72881 8.18605
H34 1.99261 1.08144 7.43576
H35 1.23589 -0.43538 7.11354
H36 -0.28235 3.16158 6.67806
H37 0.50316 3.06620 5.09319
H38 1.47370 2.98792 6.55072
H39 1.30825 -1.51396 4.99135
H40 0.23072 -2.92446 4.97016
H41 0.32296 -1.97644 6.40906
H42 -0.05528 -1.25379 2.80327
H43 -1.77488 -0.87847 2.95336
H44 -1.21104 -2.49870 3.29139
H45 -1.91510 1.78550 7.97256
H46 -3.53764 1.26172 7.48755
H47 -2.60865 2.29622 6.42430
H48 -1.34934 -1.18047 7.85399
H49 -2.33961 -1.78773 6.50342
H50 -3.08159 -0.87917 7.78579

Results
total energy = -3221.64823 Ha
maximum force = 6.379 eV Å⁻¹
total charge = -1
molar mass = 631.529 g/mol
E_LUMO = 2.39 eV

---

ORCA calculation (ωB97M-V/def2-TZVPD) on 7 unconnected molecules or ions with the total composition C17H50N6O9 in a non-equilibrium geometry.

CARTESIAN COORDINATES (ANGSTROEM)
C1 1.98606 2.51384 -3.61160
O1 0.86905 2.39222 -4.46936
C2 0.62303 1.07183 -4.93685
C3 -0.81972 1.00702 -5.55465
N1 -1.37087 -0.38745 -5.91512
C4 -2.73255 -0.42766 -6.51838
C5 -3.10969 -1.85694 -6.98930
O2 -2.05588 -2.24998 -7.92454
C6 -2.48126 -1.94615 -9.26557
H1 1.94357 3.38469 -2.95744
H2 2.86727 2.65983 -4.23630
H3 2.11307 1.60505 -3.02332
H4 0.64998 0.38863 -4.08797
H5 1.39128 0.72426 -5.62757
H6 -0.79435 1.49282 -6.53008
H7 -1.47281 1.64851 -4.96298
H8 -0.71830 -0.96261 -6.42840
H9 -2.95331 0.32346 -7.27679
H10 -3.35806 -0.35328 -5.62882
H11 -4.13424 -1.90961 -7.35757
H12 -3.20854 -2.60692 -6.20454
H13 -2.41066 -0.87197 -9.43659
H14 -3.51233 -2.27133 -9.40433
H15 -1.94610 -2.53338 -10.01180
C7 8.25793 1.26102 5.64678
O3 7.16155 0.35937 5.75388
C8 7.00013 -0.29210 4.53145
C9 5.89717 -1.28503 4.63915
N2 4.56259 -0.64154 4.82062
C10 3.68794 -1.83319 4.86304
C11 2.20830 -1.53992 5.05605
O4 1.36825 -2.69253 5.09255
C12 -0.00370 -2.58204 5.51742
H16 8.57663 1.55967 4.64811
H17 9.05793 0.56248 5.89204
H18 8.21808 2.06026 6.38687
H19 7.89175 -0.70095 4.05610
H20 6.64757 0.36513 3.73656
H21 6.36575 -1.74737 5.50793
H22 5.92940 -2.01877 3.83374
H23 4.57791 -0.24833 5.75081
H24 3.97772 -2.33565 5.78589
H25 3.79912 -2.57953 4.07645
H26 1.91060 -1.02769 4.14112
H27 2.10087 -0.87084 5.90980
H28 -0.51726 -3.48332 5.85216
H29 -0.61223 -2.18095 4.70692
H30 -0.10325 -1.86239 6.33001
N3 -1.36501 -0.93145 0.55472
C13 -1.64032 -0.33201 -0.56669
N4 -1.24840 -0.91818 -1.60525
O5 -2.32516 0.66400 -0.50853
H31 -0.86967 -1.81166 0.55423
H32 -1.56245 -0.23744 1.26145
H33 -0.91541 -1.86940 -1.53896
H34 -1.37758 -0.34237 -2.42493
N5 -0.53090 3.54321 3.00441
C14 -0.88847 3.76157 4.17175
N6 0.08153 3.64495 4.99978
O6 -2.05657 4.05665 4.51659
H35 0.46099 3.42507 2.85506
H36 -1.21348 3.41168 2.27169
H37 0.04443 3.82321 5.99323
H38 0.94527 3.43355 4.52085
C15 -6.44068 1.83945 2.10021
O7 -6.10190 0.59600 1.48850
H39 -6.92289 2.63780 1.53610
H40 -7.14424 1.72664 2.92506
H41 -5.53708 2.36111 2.41562
H42 -5.48274 0.79641 0.78276
C16 -5.19859 4.51591 -1.96915
O8 -5.87354 4.63042 -3.19439
H43 -4.11128 4.46586 -1.91126
H44 -5.43528 5.37388 -1.33989
H45 -5.69005 3.62923 -1.56869
H46 -5.63313 5.49494 -3.53559
C17 0.06218 -6.56079 0.35696
O9 -0.06052 -5.43631 -0.51774
H47 -0.30785 -7.36655 -0.27702
H48 1.06124 -6.97625 0.48874
H49 -0.28747 -6.46331 1.38475
H50 0.23972 -5.66636 -1.40009

Results
total energy = -1683.13218 Ha
maximum force = 8.952 eV Å⁻¹
structure (SMILES) = COCCNCCOC.COCCNCCOC.NC(N)=O.NC(N)=O.CO.CO.CO
ΔE to the lowest compared entry with this formula, charge and spin = 462.9 kJ/mol
molar mass = 482.620 g/mol
E_LUMO = 0.25 eV

---

ORCA calculation (ωB97M-V/def2-TZVPD) on 11 unconnected molecules or ions with the total composition C17H51BF5N20O13S2 in a non-equilibrium geometry.

CARTESIAN COORDINATES (ANGSTROEM)
C1 4.15690 0.48372 -0.40320
C2 3.56541 1.11186 -1.70315
O1 2.95986 2.33717 -1.36828
B1 1.67034 2.58429 -2.01074
S1 1.97810 3.26721 -3.79464
O2 1.07903 3.68145 -1.19541
C3 0.65600 2.99762 -0.07799
C4 -0.22462 3.93884 0.76614
C5 -0.02523 1.66530 -0.64862
S2 0.52923 0.11292 0.16007
C6 -1.51800 1.73245 -1.06232
F1 -1.89237 2.94468 -1.45190
F2 -1.69876 0.93704 -2.13371
C7 -2.51699 1.16509 0.00399
F3 -3.69618 1.80108 -0.12782
F4 -2.76993 -0.08644 -0.21809
F5 -2.11706 1.34139 1.21860
O3 0.61385 1.57929 -1.90891
H1 3.97592 1.18951 0.41006
H2 5.23309 0.33455 -0.51049
H3 3.62140 -0.42579 -0.13358
H4 2.86876 0.37831 -2.12630
H5 4.38358 1.22720 -2.42884
H6 1.23711 2.49809 -4.62149
H7 1.44369 2.70542 0.62686
H8 -0.87081 4.49085 0.08912
H9 0.44128 4.65239 1.24458
H10 -0.76366 3.42693 1.56987
H11 0.84154 0.40099 1.44285
C8 1.82368 -3.28679 1.09655
O4 1.97766 -2.08338 1.00549
N1 2.67183 -4.10496 1.77601
N2 0.75732 -3.90432 0.50230
H12 2.54417 -5.09721 1.84691
H13 3.46772 -3.67692 2.21376
H14 0.11936 -3.31773 -0.00761
H15 0.58312 -4.89235 0.55284
C9 -0.05273 7.18236 -1.19951
O5 0.28801 6.63591 -0.17480
N3 0.52354 6.86221 -2.39825
N4 -1.03428 8.14198 -1.25367
H16 0.26836 7.28481 -3.27213
H17 1.24227 6.15324 -2.38623
H18 -1.47937 8.39213 -0.38803
H19 -1.32807 8.59375 -2.10123
C10 -1.37756 -5.10915 3.33698
O6 -0.56013 -5.91080 2.90324
N5 -1.52958 -4.86758 4.67807
N6 -2.19913 -4.39374 2.53221
H20 -2.19113 -4.21504 5.05206
H21 -0.93763 -5.37740 5.30658
H22 -2.11869 -4.54141 1.54545
H23 -2.87283 -3.73351 2.86675
C11 -4.61862 -4.14970 -0.15031
O7 -3.67446 -3.78311 0.52878
N7 -4.45758 -4.83251 -1.32088
N8 -5.91167 -3.90527 0.20457
H24 -5.21918 -5.14130 -1.89419
H25 -3.51759 -5.02650 -1.61196
H26 -6.06544 -3.40172 1.05892
H27 -6.70225 -4.19508 -0.33875
C12 -3.16298 5.95170 -4.19668
O8 -3.27964 7.14396 -4.44899
N9 -2.13422 5.45541 -3.46928
N10 -4.06868 5.02249 -4.63318
H28 -2.01640 4.48190 -3.24973
H29 -1.45168 6.11130 -3.13283
H30 -4.84347 5.35641 -5.17495
H31 -3.99354 4.04205 -4.43901
C13 -7.73433 1.09361 -0.42218
O9 -8.87552 0.68108 -0.55335
N11 -7.40662 2.08096 0.46202
N12 -6.68755 0.60566 -1.14470
H32 -6.47402 2.43167 0.58280
H33 -8.14992 2.46736 1.01335
H34 -6.88536 -0.12172 -1.80600
H35 -5.74250 0.93317 -1.04773
C14 6.16413 -5.00763 0.71818
O10 6.03924 -3.81197 0.54008
N13 7.07234 -5.53308 1.59574
N14 5.40521 -5.93809 0.06236
H36 7.18542 -6.51624 1.76298
H37 7.64785 -4.88677 2.10264
H38 4.71718 -5.60164 -0.58962
H39 5.49874 -6.92581 0.20077
C15 6.34918 -7.59408 4.81693
O11 7.31000 -7.54102 4.06969
N15 5.06384 -7.52597 4.36504
N16 6.48169 -7.72342 6.17059
H40 4.26014 -7.56513 4.96261
H41 4.92973 -7.42505 3.37514
H42 7.41452 -7.77437 6.53623
H43 5.70627 -7.76700 6.80374
C16 -0.99242 11.81286 0.55119
O12 -2.09901 11.32691 0.40381
N17 -0.77200 12.90256 1.35081
N18 0.11651 11.31506 -0.06415
H44 0.12901 13.31866 1.48783
H45 -1.56754 13.29377 1.81987
H46 -0.01135 10.51192 -0.65786
H47 1.03534 11.69940 0.04524
C17 1.41134 -6.84422 -1.76648
O13 2.29713 -6.63018 -0.95850
N19 1.40166 -7.95947 -2.55841
N20 0.35094 -6.00490 -1.94437
H48 0.68373 -8.16033 -3.22782
H49 2.16417 -8.60255 -2.45245
H50 0.32270 -5.17054 -1.38262
H51 -0.38990 -6.18103 -2.59528

Results
total energy = -4072.76562 Ha
maximum force = 2.394 eV Å⁻¹
total charge = -1
ΔE to the lowest compared entry with this formula, charge and spin = 13.6 kJ/mol
molar mass = 913.658 g/mol
E_LUMO = 1.47 eV